Record 1
ORCA calculation (the ωB97M-V functional and the def2-TZVPD basis) on a 13-piece molecular cluster, C47H109O36P5S8 overall in a non-equilibrium geometry.

The spin multiplicity is 1. The LUMO energy is 0.0055 Ha. The total charge is 0. The highest occupied orbital energy comes out at -9.6 eV. Its energy is -9457.36826 Eh.

Last column: Mulliken charge in e.
Atoms and positions in Å:
C1 11.6897 34.5290 28.4158  -0.57
O1 12.1242 35.7702 28.2196  0.33
P1 13.5225 36.2312 28.9599  0.54
O2 13.3778 36.5505 30.4436  -0.70
O3 14.5115 35.0071 28.6481  -0.33
C2 14.9264 35.0035 27.2630  -0.54
O4 14.0269 37.5190 28.0950  -0.29
C3 14.9395 38.4616 28.7241  -0.73
H1 10.6099 34.5761 28.5569  -0.54
H2 12.1143 34.0788 29.3131  0.71
H3 11.9330 33.9473 27.5267  0.20
H4 15.7866 35.6102 26.9802  0.37
H5 14.1230 35.2129 26.5567  0.23
H6 15.2086 33.9614 27.1126  0.12
H7 15.3407 39.1029 27.9394  0.28
H8 15.7464 38.0593 29.3366  0.33
H9 14.4022 39.1505 29.3759  0.29
C4 2.6846 25.3695 26.5391  -0.71
O5 2.4299 26.6864 26.2228  -0.36
P2 2.9696 27.8322 27.1674  0.85
O6 2.5188 27.7416 28.5654  -0.69
O7 2.6531 29.2041 26.4101  -0.49
C5 3.0912 30.4399 26.9060  0.40
O8 4.5885 27.8095 27.0201  0.11
C6 5.2270 27.9047 25.7135  -0.69
H10 1.7229 24.8949 26.3443  0.27
H11 3.0054 25.2537 27.5744  0.33
H12 3.5220 24.9862 25.9561  0.24
H13 2.2861 31.1249 26.6400  0.22
H14 3.8950 30.9893 26.4161  -0.38
H15 3.2367 30.4967 27.9848  0.15
H16 6.1399 27.3275 25.8602  0.25
H17 5.4315 28.9518 25.4904  0.15
H18 4.6837 27.4035 24.9124  0.44
C7 11.9060 31.0155 27.5728  0.52
O9 11.2786 30.8818 26.3086  -0.25
P3 11.6139 31.7618 24.9791  0.49
O10 11.2205 31.0975 23.7022  -0.77
O11 13.1647 32.2958 25.1095  -0.30
C8 14.1528 31.3596 25.2505  -0.76
O12 10.8236 33.1394 25.2644  0.89
C9 10.8340 34.1712 24.3340  -0.50
H19 11.1171 31.2511 28.2871  -0.92
H20 12.6964 31.7624 27.6467  0.22
H21 12.3141 30.0288 27.7920  0.50
H22 14.7774 31.5497 26.1234  0.23
H23 14.9044 31.5516 24.4848  0.35
H24 13.7721 30.3452 25.3697  0.32
H25 10.9740 35.0261 24.9955  -0.11
H26 9.8064 34.1932 23.9711  -0.12
H27 11.5806 34.1398 23.5405  0.49
C10 10.6097 30.3511 30.6629  -0.63
O13 11.1329 29.1950 30.0626  -0.44
P4 10.3158 28.1596 29.1305  0.67
O14 11.2223 27.3075 28.3749  -0.79
O15 9.2394 27.4419 30.1289  -0.28
C11 9.7061 26.9936 31.4165  -0.74
O16 9.4090 29.0365 28.2057  0.51
C12 8.3006 28.4904 27.4021  -0.85
H28 9.6482 30.6934 30.2801  0.24
H29 11.2696 31.2187 30.6600  0.28
H30 10.4780 30.0204 31.6931  0.42
H31 9.0186 27.3629 32.1775  0.16
H32 10.7632 27.1931 31.5919  0.36
H33 9.6699 25.9060 31.3550  0.30
H34 8.2464 27.4028 27.3557  0.39
H35 8.4254 28.9511 26.4221  0.39
H36 7.2958 28.7760 27.7132  0.17
C13 9.6743 37.6332 26.2468  -0.03
O17 9.2588 38.1415 27.5153  0.54
P5 9.0209 39.7856 27.5961  0.46
O18 10.2622 40.5961 27.6638  -0.74
O19 7.9652 40.1838 26.4034  -0.08
C14 7.3402 41.4802 26.4106  -0.80
O20 8.0449 39.8722 28.9044  -0.31
C15 8.4980 39.2639 30.0996  -0.72
H37 10.5275 36.9565 26.2937  -0.29
H38 9.9860 38.3471 25.4844  0.56
H39 8.8513 36.9968 25.9216  -0.04
H40 7.9375 42.2144 26.9512  0.35
H41 6.3394 41.3391 26.8188  0.25
H42 7.2657 41.7941 25.3694  0.25
H43 9.5722 39.1030 30.1905  0.35
H44 8.1199 38.2440 30.1698  0.13
H45 8.2096 39.8102 30.9976  0.42
C16 4.3892 28.9074 31.0168  -0.51
C17 5.6421 29.3008 30.2045  0.65
C18 6.0823 30.5692 30.7920  1.01
S1 6.0004 30.3220 32.6884  1.18
O21 5.5860 31.5959 33.3567  -0.64
O22 7.1642 29.6356 33.1711  -0.70
C19 4.5654 29.1729 32.5230  -0.90
H46 3.8966 27.9575 30.8089  0.67
H47 3.6896 29.6483 30.6299  -0.09
H48 5.3692 29.4102 29.1549  -0.76
H49 6.4461 28.5647 30.2037  0.21
H50 5.3971 31.3991 30.6196  -0.88
H51 7.0656 30.9662 30.5397  -0.08
H52 3.7260 29.7534 32.9056  0.35
H53 4.8510 28.3338 33.1574  0.42
C20 6.4104 32.2765 26.9228  1.25
C21 7.9009 32.5119 26.8825  0.74
C22 8.0915 34.0074 26.5883  -0.64
S2 6.7009 34.8902 27.4566  0.44
O23 6.0054 35.6324 26.4002  -0.19
O24 7.1845 35.5210 28.6911  -0.23
C23 5.7463 33.3616 27.7495  0.96
H54 6.1668 31.3239 27.3933  -0.35
H55 6.0024 32.2741 25.9120  -0.79
H56 8.4016 31.9348 26.1051  0.54
H57 8.3930 32.3688 27.8445  -0.81
H58 7.9067 34.3867 25.5833  -0.08
H59 8.9966 34.5820 26.7848  -0.08
H60 4.6889 33.5229 27.5399  -0.39
H61 5.8732 33.1069 28.8017  -0.60
C24 6.9133 30.8575 20.0554  -0.81
C25 8.1923 30.2817 20.7252  -0.55
C26 7.8810 30.3794 22.2108  -0.61
S3 6.9793 31.9567 22.6077  1.19
O25 7.9606 32.9796 22.8793  -0.58
O26 5.7929 31.7052 23.4772  -0.66
C27 6.3911 32.0880 20.8781  -0.51
H62 6.1747 30.0610 19.9655  0.28
H63 7.2783 31.0451 19.0456  0.37
H64 8.9995 30.9265 20.3776  0.29
H65 8.3962 29.2430 20.4651  0.35
H66 8.7304 30.3491 22.8933  0.21
H67 7.2503 29.6253 22.6815  0.35
H68 6.7645 33.0130 20.4387  0.24
H69 5.3027 32.0298 20.8740  0.32
C28 5.0260 38.7072 27.7210  0.05
C29 4.3936 39.0225 26.4198  0.37
C30 2.8804 39.4017 26.7611  -1.18
S4 2.3496 38.4287 28.2285  1.13
O27 1.5146 37.3034 27.7794  -0.56
O28 1.9287 39.3678 29.2365  -0.76
C31 4.0768 37.8382 28.5849  -0.23
H70 5.1357 39.7246 28.0964  0.47
H71 5.9537 38.1516 27.5837  -0.52
H72 4.3736 38.0733 25.8844  -0.62
H73 4.8345 39.7780 25.7695  0.49
H74 2.1261 39.1919 26.0027  0.50
H75 2.8679 40.4475 27.0679  0.44
H76 4.0914 36.8860 28.0547  -0.24
H77 4.2173 37.8037 29.6652  0.69
C32 7.3000 38.8955 21.3400  -0.72
C33 6.9156 38.4859 22.7846  -0.14
C34 7.1422 36.9850 22.8936  0.10
S5 6.8048 36.2844 21.2166  1.29
O29 5.5028 35.6137 21.2124  -0.64
O30 7.9317 35.4600 20.7086  -0.71
C35 6.6752 37.9264 20.2902  -0.93
H78 8.3888 38.8880 21.2881  0.33
H79 6.9966 39.9028 21.0549  0.42
H80 5.9212 38.6731 23.1898  0.21
H81 7.5778 38.9684 23.5035  0.10
H82 6.5707 36.3730 23.5913  -0.21
H83 8.1054 36.5530 23.1651  0.16
H84 5.5962 37.9933 20.1507  0.36
H85 7.2501 37.8956 19.3647  0.39
C36 10.3628 35.7285 32.2459  -0.33
C37 10.1228 34.9555 33.5272  -0.86
C38 9.7862 33.5569 33.0246  -0.89
S6 8.6607 33.8654 31.5985  1.24
O31 7.2554 33.7028 32.0238  -0.78
O32 9.1717 33.0730 30.4609  -0.35
C39 9.0360 35.6579 31.4536  0.01
H86 11.2735 35.4003 31.7449  0.01
H87 10.6690 36.7431 32.5009  0.42
H88 9.2832 35.3275 34.1144  0.32
H89 10.9643 35.0394 34.2150  0.43
H90 9.2663 32.8390 33.6591  0.57
H91 10.7043 33.1008 32.6545  0.19
H92 8.2562 36.2525 31.9296  0.34
H93 9.1236 35.8194 30.3792  -0.42
C40 1.9074 34.2914 32.4776  -0.83
C41 0.6684 34.1136 31.5510  -0.70
C42 1.2229 34.1150 30.0488  -0.64
S7 3.0188 33.5241 30.1274  1.33
O33 3.8265 34.6981 29.8404  -0.61
O34 3.1290 32.1774 29.5021  -0.66
C43 2.9636 33.2929 31.9357  -0.54
H94 1.8879 34.0603 33.5426  0.45
H95 2.1840 35.3432 32.5506  0.28
H96 -0.0763 34.8778 31.7735  0.42
H97 0.1637 33.1896 31.8332  0.30
H98 1.2790 35.1161 29.6214  0.07
H99 0.6513 33.5188 29.3374  0.40
H100 3.9776 33.4641 32.2971  0.31
H101 2.6589 32.2555 32.0739  0.25
C44 2.9782 34.2222 23.2784  -0.71
C45 3.1147 35.6062 23.8566  0.62
C46 1.8196 35.8694 24.6773  -0.43
S8 1.4676 34.3038 25.5330  0.87
O35 0.0601 33.9838 25.4740  -0.82
O36 2.0909 34.3194 26.8695  -0.15
C47 2.5043 33.2744 24.4376  0.35
H102 3.7642 33.7353 22.7010  -0.07
H103 2.1409 34.2152 22.5807  0.47
H104 3.2677 36.2980 23.0282  0.59
H105 4.0101 35.6122 24.4780  -0.66
H106 1.0373 36.0286 23.9351  0.45
H107 1.8282 36.6445 25.4435  -0.24
H108 1.8799 32.4255 24.1590  0.68
H109 3.2605 32.9943 25.1710  -0.87

Record 2
ORCA calculation (the ωB97M-V functional and the def2-TZVPD basis) on a 12-piece molecular cluster, C47H110F24N8O4P4 overall in a non-equilibrium geometry.

The spin multiplicity is 1. The LUMO energy is -0.2748 Ha. The total charge is +4. The highest occupied orbital energy comes out at -17.4 eV. Its energy is -6357.69659 Eh.

Last column: Mulliken charge in e.
Atoms and positions in Å:
C1 -3.3588 6.6710 -4.4320  -1.50
C2 -2.6414 6.0756 -3.2163  0.08
C3 -1.2127 6.5140 -3.1860  -0.66
N1 -0.3332 5.5726 -2.3964  0.63
C4 1.0882 6.1059 -2.4669  -1.16
C5 -0.2805 4.0572 -2.8497  -0.92
C6 -0.6474 3.2914 -1.6171  1.25
C7 -0.2054 4.1795 -0.4859  0.48
C8 -0.7512 5.5161 -0.9358  -0.82
H1 -3.5621 7.7232 -4.2957  0.41
H2 -4.3116 6.1668 -4.5970  0.40
H3 -2.7000 6.5511 -5.3043  0.34
H4 -2.6992 4.9620 -3.3221  0.08
H5 -3.1945 6.2750 -2.2717  0.33
H6 -1.1060 7.5513 -2.8395  0.36
H7 -0.7751 6.4596 -4.1967  0.44
H8 1.6976 5.4263 -1.8579  0.46
H9 1.2131 7.0810 -1.9866  0.37
H10 1.5018 6.0569 -3.4581  0.35
H11 0.7594 3.9654 -3.1710  0.13
H12 -0.9079 3.9381 -3.7261  0.30
H13 -0.1727 2.3266 -1.5179  -0.39
H14 -1.7322 3.1198 -1.5374  0.05
H15 0.8771 4.1194 -0.3048  0.00
H16 -0.7356 3.8567 0.4065  -0.65
H17 -0.2873 6.3613 -0.4290  0.25
H18 -1.8504 5.5390 -0.9033  0.29
C9 5.3484 -7.5541 1.3203  -1.64
C10 5.1121 -6.2857 0.5708  0.43
C11 6.4086 -5.5198 0.6486  -0.92
N2 6.4838 -4.1536 0.1480  0.19
C12 6.1367 -4.2455 -1.3265  -0.67
C13 5.9313 -2.8648 -1.8851  -1.01
C14 5.0039 -1.9800 -1.0927  -0.23
C15 5.3624 -1.9893 0.3861  0.44
C16 5.4916 -3.3614 0.9425  -0.82
C17 7.8618 -3.6103 0.2544  -0.88
H19 6.2246 -8.0649 0.9617  0.40
H20 4.5557 -8.2838 1.2561  0.40
H21 5.5742 -7.3214 2.3617  0.39
H22 4.2016 -5.8614 1.0243  0.06
H23 4.8157 -6.5534 -0.4395  0.32
H24 7.2047 -6.0142 0.0846  0.51
H25 6.6878 -5.4835 1.7119  0.40
H26 5.2400 -4.8843 -1.4245  0.37
H27 6.9074 -4.7831 -1.8995  0.38
H28 5.5788 -3.1111 -2.9063  0.42
H29 6.9212 -2.4008 -1.9847  0.35
H30 3.9944 -2.3937 -1.2591  -0.01
H31 5.0411 -0.9564 -1.4131  0.45
H32 4.6399 -1.4271 0.9934  -0.58
H33 6.2303 -1.3584 0.5657  0.62
H34 4.5457 -3.8754 0.8131  0.20
H35 5.9085 -3.4129 1.9325  0.33
H36 8.5098 -4.2197 -0.3628  0.35
H37 8.1787 -3.7214 1.3201  0.35
H38 7.8605 -2.5851 -0.0752  0.43
C18 -6.9068 -6.7856 -2.3770  -1.39
C19 -5.4681 -6.8459 -1.8620  -0.16
C20 -5.1623 -5.5431 -1.1441  -0.84
N3 -3.7550 -5.4223 -0.5692  0.43
C21 -2.8041 -5.0899 -1.6916  -0.70
C22 -1.4189 -4.8067 -1.1360  -1.09
C23 -1.4258 -3.6277 -0.1867  1.15
C24 -2.3440 -3.8760 0.9577  -0.46
C25 -3.7552 -4.3454 0.4490  -1.14
C26 -3.3879 -6.7557 0.0852  -1.16
H39 -7.1869 -7.7158 -2.8366  0.40
H40 -7.1481 -5.9282 -2.9916  0.35
H41 -7.5139 -6.7499 -1.4595  0.35
H42 -4.7569 -7.0919 -2.6764  0.34
H43 -5.4029 -7.6718 -1.1569  0.34
H44 -5.8362 -5.4044 -0.3029  0.47
H45 -5.3424 -4.6852 -1.7951  0.37
H46 -3.2518 -4.2074 -2.2133  0.36
H47 -2.7725 -5.9148 -2.3923  0.46
H48 -0.7262 -4.5995 -1.9584  0.50
H49 -1.0863 -5.6908 -0.6252  0.39
H50 -1.7317 -2.7307 -0.7347  -0.30
H51 -0.4540 -3.4483 0.2075  -0.49
H52 -2.4897 -3.0101 1.6258  0.41
H53 -1.9044 -4.6664 1.5472  0.41
H54 -4.2210 -3.4821 -0.0362  0.45
H55 -4.3554 -4.7170 1.2843  0.34
H56 -3.2895 -7.5186 -0.6810  0.40
H57 -4.1570 -7.0742 0.7658  0.36
H58 -2.4747 -6.5634 0.6132  0.54
C27 -0.6773 -0.8728 -3.8476  -0.45
C28 -1.6913 -0.8577 -4.9604  0.00
C29 -1.3452 0.2745 -5.8569  -0.43
N4 -2.3441 0.3462 -7.0377  0.12
C30 -3.7878 0.2289 -6.5449  -0.96
C31 -4.1355 1.2566 -5.5383  -0.06
C32 -4.1026 2.6367 -6.2290  -0.77
C33 -2.7278 2.8896 -6.9481  0.13
C34 -2.2591 1.7026 -7.7565  -0.80
C35 -2.0976 -0.7194 -8.0109  -0.93
H59 -1.1180 -1.5400 -3.0687  -0.06
H60 -0.5802 0.1474 -3.3802  -0.13
H61 0.2624 -1.3089 -4.1939  0.48
H62 -2.6803 -0.7854 -4.4989  0.32
H63 -1.6269 -1.7515 -5.5986  0.19
H64 -0.3518 0.1772 -6.2375  0.56
H65 -1.3305 1.1905 -5.2655  -0.44
H66 -3.9125 -0.7894 -6.1905  0.53
H67 -4.4082 0.3485 -7.4403  0.56
H68 -3.4216 1.2321 -4.6883  -0.05
H69 -5.1582 1.0132 -5.1784  0.41
H70 -4.1770 3.4139 -5.4516  0.21
H71 -4.9097 2.7517 -6.9346  0.41
H72 -2.0511 3.0838 -6.0934  -0.22
H73 -2.8064 3.7767 -7.5951  0.44
H74 -1.1841 1.8660 -7.9939  0.36
H75 -2.7822 1.6900 -8.7476  0.42
H76 -2.6803 -0.6624 -8.9496  0.37
H77 -2.3081 -1.6457 -7.5170  0.43
H78 -1.0298 -0.6872 -8.2483  0.40
C36 1.7501 -0.3856 -0.9756  -0.94
C37 0.8588 0.1537 0.1263  -0.06
O1 -0.3034 0.3424 0.0006  0.19
N5 1.5994 0.4055 1.4540  1.99
H79 2.1104 -0.3697 1.8256  0.03
H80 2.3421 1.1586 1.4174  -0.32
C38 0.6039 0.8841 2.5177  -0.90
H81 2.6990 0.1874 -1.0453  0.30
H82 1.3024 -0.2837 -1.9775  0.12
H83 2.0073 -1.3853 -0.6729  0.09
H84 0.2815 1.9002 2.2694  -0.09
H85 1.1086 0.9309 3.4526  0.23
H86 -0.2439 0.2182 2.5888  0.47
C39 -3.7707 0.9915 0.2242  -0.40
C40 -4.2511 0.2422 1.3937  0.33
O2 -4.3694 -0.9357 1.4358  -0.53
N6 -4.7865 1.0122 2.6212  0.17
H87 -4.6831 2.0963 2.5028  0.23
H88 -5.8077 0.8928 2.6243  0.46
C41 -4.2119 0.4517 3.8823  -0.99
H89 -4.5865 1.6719 -0.0359  0.48
H90 -3.4892 0.2879 -0.5303  0.49
H91 -2.9759 1.6597 0.4844  -0.34
H92 -4.6114 0.8979 4.7835  0.41
H93 -3.1166 0.5410 3.8213  0.30
H94 -4.4575 -0.6134 3.9374  0.44
C42 -1.3074 1.5966 8.5591  -1.06
C43 -1.2538 0.5769 7.5390  0.72
O3 -2.1248 0.1514 6.7572  -0.51
N7 0.0488 -0.2101 7.5595  -0.08
H95 0.8358 0.4132 7.7386  0.34
H96 -0.0377 -0.9045 8.2982  0.45
C44 0.2641 -0.9321 6.1746  -0.66
H97 -2.2727 2.1345 8.5405  0.35
H98 -0.5216 2.3459 8.4561  0.27
H99 -1.2345 1.0642 9.5144  0.38
H100 0.9061 -0.2524 5.6398  0.09
H101 -0.7285 -1.1023 5.7317  0.34
H102 0.7767 -1.8174 6.4894  0.35
C45 1.2069 5.4567 3.1717  -0.15
C46 2.6811 5.8524 3.2930  0.28
O4 3.0988 6.8772 2.7723  -0.52
N8 3.6797 4.9812 4.0520  0.47
H103 3.3028 4.7076 4.9320  0.34
H104 3.7744 4.0647 3.5666  -0.12
C47 5.0671 5.6502 4.2317  -0.85
H105 1.1000 4.3799 2.8741  -0.35
H106 0.6760 6.1645 2.5168  0.56
H107 0.7688 5.4891 4.1680  0.38
H108 5.5828 4.9104 4.8500  0.38
H109 4.9930 6.5628 4.8056  0.40
H110 5.5919 5.8299 3.3063  0.32
P1 -2.9356 4.1088 2.6320  1.22
F1 -4.3082 3.4615 1.7947  -0.52
F2 -3.3611 3.2416 3.9374  -0.38
F3 -2.2371 2.7680 2.0006  -0.40
F4 -1.5838 4.5185 3.2826  -0.18
F5 -2.5449 4.9437 1.3248  -0.31
F6 -3.8578 5.2503 3.1394  -0.35
P2 1.7358 -3.0880 2.6488  1.45
F7 2.0619 -2.1856 1.2186  -0.54
F8 3.2314 -2.8719 3.1572  -0.38
F9 1.2494 -1.6785 3.3412  -0.56
F10 1.4099 -3.8630 3.9586  -0.38
F11 0.1825 -3.1957 2.1432  -0.39
F12 2.1349 -4.3677 1.8164  -0.32
P3 4.8462 1.8494 1.6983  1.30
F13 3.2006 2.6019 1.6462  -0.68
F14 5.0222 2.5607 3.1024  -0.42
F15 4.2563 0.5519 2.3899  -0.36
F16 6.3345 1.2641 1.6585  -0.32
F17 4.3727 1.1740 0.2541  -0.42
F18 5.3517 3.1787 0.9981  -0.41
P4 1.9804 2.7321 6.2042  1.48
F19 0.4151 2.1910 6.1966  -0.36
F20 2.4962 1.2325 6.5289  -0.46
F21 2.0896 2.4785 4.5438  -0.39
F22 3.4997 3.2405 6.1428  -0.36
F23 1.4517 4.1922 5.8167  -0.46
F24 1.9531 3.1449 7.7244  -0.39